# 1
Here is C8H13NOTi as an isolated structure in a non-equilibrium geometry from the OMol25 dataset. Energies are from ωB97M-V with the def2-TZVPD basis set.

Computed properties:
HOMO level in eV: -8.0668
Maximum force in eV Å⁻¹: 2.51
Energy above the lowest of the compared OMol25 structures with the same formula, charge and spin in kJ/mol: 0.00

Positions of all 24 atoms, in Å:
C -0.4512 0.9403 -2.0094
C 0.9600 1.0886 -1.7705
C 1.1331 1.9245 -0.6188
C -0.1675 2.2912 -0.1356
C -1.1525 1.6752 -0.9855
Ti -0.0509 -0.0507 0.0403
N -1.4415 -1.2769 -0.1864
C -0.3581 -2.2701 -0.5546
C 1.0344 -1.6741 -0.6408
H 2.0847 2.2784 -0.2262
H 1.7590 0.6795 -2.3860
H -0.3774 2.9805 0.6791
H -2.2295 1.8195 -0.9254
H -0.9100 0.4302 -2.8552
H 1.4278 -1.6452 -1.6619
H -0.3820 -3.1229 0.1536
H -2.3660 -1.6727 -0.0607
H 1.7478 -2.1257 0.0574
H -0.6399 -2.7125 -1.5288
C 0.0686 0.0827 3.1799
O 0.2251 0.2425 1.7837
H 0.9185 -0.4780 3.5840
H -0.8551 -0.4668 3.4005
H 0.0226 1.0624 3.6674

---

# 2
Here is C55H40AsIIrN6O2 as an isolated structure in a non-equilibrium geometry from the OMol25 dataset. Energies are from ωB97M-V with the def2-TZVPD basis set.

Computed properties:
HOMO level (spin up / spin down) in eV: -9.6792 / -9.6701
Maximum force in eV Å⁻¹: 4.62
Charge: +1

Positions of all 106 atoms, in Å:
Ir 0.3368 0.5726 1.3743
C 2.6759 -4.2654 3.8391
C 1.6045 -3.5644 3.2677
N 1.5161 -2.2548 3.2399
C 2.4764 -1.5441 3.8580
C 3.5993 -2.1549 4.4809
C 3.6880 -3.5582 4.4263
C 4.5534 -1.3787 5.1666
C 4.3702 -0.0226 5.2831
C 3.2604 0.5909 4.7202
C 2.3022 -0.1291 3.9935
N 1.2409 0.5141 3.4454
C 0.6417 1.4891 4.1695
C 0.4522 1.3918 5.5496
C -0.2605 2.3662 6.2400
C -0.7333 3.4884 5.6037
C -0.5034 3.6693 4.2237
C -0.8757 4.8275 3.5133
C -0.5378 4.9388 2.1903
C 0.1088 3.8713 1.5560
N 0.4095 2.7476 2.1706
C 0.1499 2.6482 3.4914
H 2.6964 -5.3418 3.8001
H 0.7738 -4.1052 2.8332
H 4.5410 -4.0430 4.8760
H 5.4063 -1.8692 5.6131
H 5.0776 0.5751 5.8340
H 3.1426 1.6613 4.8050
H 0.8063 0.5109 6.0647
H -0.4524 2.2325 7.2929
H -1.2741 4.2458 6.1505
H -1.4037 5.6181 4.0229
H -0.7772 5.8275 1.6305
H 0.3942 3.9533 0.5165
N -3.2825 0.1337 -5.2816
C -3.5336 0.5754 -6.5522
C -4.2862 0.0637 -7.6006
C -4.2537 0.7614 -8.7891
C -3.5214 1.9478 -8.9279
C -2.7847 2.4730 -7.8917
C -2.7743 1.7677 -6.6872
N -2.0981 2.0062 -5.5324
C -2.4054 1.0272 -4.7129
C -1.8062 0.8943 -3.4052
C -0.8270 1.8221 -3.0271
C -0.2219 1.7119 -1.7956
N -0.4985 0.7379 -0.9273
C -1.4219 -0.1535 -1.2837
C -2.1025 -0.1155 -2.4858
H -3.6957 -0.6742 -4.8487
H -4.8662 -0.8406 -7.4969
H -4.8008 0.3862 -9.6415
H -3.5390 2.4588 -9.8779
H -2.2204 3.3848 -7.9958
H -0.5650 2.6054 -3.7198
H 0.5322 2.4247 -1.4936
H -1.6368 -0.9342 -0.5671
H -2.8497 -0.8689 -2.6800
I -5.6019 5.4870 -2.1537
C -4.7267 3.9382 -1.0130
C -5.4949 2.8552 -0.6203
C -4.9058 1.8250 0.0881
C -3.5580 1.8836 0.4162
C -2.8041 2.9862 0.0377
C -3.3839 4.0145 -0.6825
C -2.9218 0.6850 1.1216
O -3.5065 -0.3833 1.0661
O -1.8116 0.9369 1.6886
H -6.5445 2.8171 -0.8674
H -5.4779 0.9603 0.3872
H -1.7579 3.0275 0.2954
H -2.7936 4.8682 -0.9823
C 5.7718 -3.3531 1.2544
C 4.6960 -4.1992 1.0440
C 3.4261 -3.6813 0.8589
C 3.2221 -2.3090 0.8652
C 4.3001 -1.4681 1.1218
C 5.5703 -1.9838 1.3101
As 1.4897 -1.4804 0.4960
C 1.8392 -1.0304 -1.3828
C 1.1488 -1.5806 -2.4538
C 1.3473 -1.0911 -3.7341
C 2.2275 -0.0475 -3.9574
C 2.9301 0.4991 -2.8959
C 2.7293 0.0138 -1.6177
C 0.1994 -2.9138 0.3970
C -0.9629 -2.7362 1.1427
C -1.9615 -3.6942 1.1270
C -1.7882 -4.8524 0.3816
C -0.6361 -5.0352 -0.3677
C 0.3523 -4.0637 -0.3714
H 6.7620 -3.7631 1.3761
H 4.8435 -5.2676 1.0166
H 2.5935 -4.3580 0.7203
H 4.1303 -0.3967 1.1816
H 6.4022 -1.3171 1.4919
H 0.4362 -2.3824 -2.2945
H 0.8074 -1.5245 -4.5622
H 2.3616 0.3416 -4.9542
H 3.6240 1.3069 -3.0684
H 3.2540 0.4554 -0.7747
H -1.0700 -1.8250 1.7359
H -2.8728 -3.5302 1.6839
H -2.5552 -5.6126 0.3792
H -0.5108 -5.9316 -0.9595
H 1.2359 -4.1968 -0.9884

---

# 3
Here is C28H17N7O8S2SeW as an isolated structure in a non-equilibrium geometry from the OMol25 dataset. Energies are from ωB97M-V with the def2-TZVPD basis set.

Computed properties:
HOMO level (spin up / spin down) in eV: -8.5400 / -8.4729
Maximum force in eV Å⁻¹: 3.40
Energy above the lowest of the compared OMol25 structures with the same formula, charge and spin in kJ/mol: 125.82

Positions of all 64 atoms, in Å:
W 0.3478 0.7164 1.1292
O -0.8901 1.9516 0.1860
C -2.0278 1.8794 -0.4599
C -2.4051 2.8037 -1.4186
C -3.6925 2.8539 -1.9659
C -4.6094 1.8752 -1.6752
C -4.3204 0.9800 -0.6791
C -2.9847 0.8923 -0.1628
C -2.6503 -0.1070 0.7959
N -1.4881 -0.2784 1.3716
C -1.4273 -1.3787 2.3388
C -0.4303 -2.3143 1.7350
N 0.7691 -1.4479 1.6969
C 1.8130 -1.9997 2.1537
C 2.8851 -1.2492 2.7857
C 4.0397 -1.8731 3.3129
C 4.8793 -1.2869 4.1474
C 4.6085 0.0533 4.5285
C 3.4401 0.6552 4.1558
C 2.5676 0.0768 3.2590
O 1.5086 0.7835 2.8781
H -1.7064 3.6374 -1.4907
H -3.8509 3.7140 -2.5102
H -5.6294 1.8202 -1.8428
H -5.1276 0.3384 -0.2693
H -3.5122 -0.6295 1.1536
H -2.3752 -1.8810 2.4837
H -1.0936 -0.9561 3.3201
H -0.7110 -2.6467 0.7602
H -0.3455 -3.1982 2.3986
H 1.8455 -3.0321 2.2948
H 4.1402 -2.9022 2.9889
H 5.7954 -1.7089 4.5964
H 5.2390 0.4515 5.2691
H 3.2417 1.6737 4.4740
S 1.1878 3.0291 1.0941
C 2.8165 2.7170 1.2080
C 3.6390 3.8685 1.5562
N 4.2520 4.8353 1.6955
C 3.4297 1.4940 1.0194
S 2.4869 0.2706 0.1738
C 4.8296 1.1804 1.1318
N 5.8884 0.7142 1.0468
O 0.7896 1.2954 -2.0268
C 0.2597 0.2542 -1.8020
O 0.1207 -0.3051 -0.6471
C -0.3030 -0.5743 -2.9318
C -1.4511 -1.3421 -2.7320
C -1.9191 -2.1420 -3.7245
C -1.5001 -2.0067 -5.0141
C -0.4534 -1.0989 -5.3097
C 0.1615 -0.3992 -4.2600
N -0.0559 -0.9297 -6.7371
O 1.0195 -0.4842 -6.9964
O -0.8565 -1.3445 -7.5804
N -3.1063 -3.0040 -3.5135
O -3.6447 -3.4324 -4.5059
O -3.3738 -3.3545 -2.3577
H -1.8796 -1.4302 -1.7261
H -1.9941 -2.5876 -5.8103
H 0.9908 0.3921 -4.3306
Se -0.8225 1.8502 3.5033
C -2.6355 2.0801 3.0944
N -3.7194 2.1873 2.7433

---

# 4
Here is C33H30F2N6O5S3W as an isolated structure in a non-equilibrium geometry from the OMol25 dataset. Energies are from ωB97M-V with the def2-TZVPD basis set.

Computed properties:
Multiplicity: 2
HOMO level (spin up / spin down) in eV: -4.1861 / -4.8837
<S²>: 1.067
Maximum force in eV Å⁻¹: 2.46
Charge: -1
Energy above the lowest of the compared OMol25 structures with the same formula, charge and spin in kJ/mol: 113.54

Positions of all 80 atoms, in Å:
W 0.2165 0.1243 -0.2134
O -0.2854 1.6072 1.0129
N -0.5648 2.8680 0.7772
C -0.4249 3.7378 1.7934
C -0.7276 5.0552 1.5998
C -1.1764 5.4735 0.3406
C -1.2980 4.5654 -0.6752
C -0.9740 3.2113 -0.4658
S -1.0385 1.9525 -1.6026
H -0.0934 3.2990 2.7215
H -0.6244 5.7456 2.4240
H -1.4298 6.5140 0.1757
H -1.6431 4.8500 -1.6596
O -5.2096 -3.5480 2.4033
C -4.5650 -3.9102 1.3972
O -4.6427 -4.9162 0.6688
C -3.4689 -2.9140 0.9739
C -3.6222 -1.5564 1.1986
C -2.6411 -0.6730 0.7944
N -1.5006 -1.0867 0.2282
C -1.3357 -2.4089 0.0376
C -2.2992 -3.3337 0.3473
C -0.0022 -2.7492 -0.5605
O 0.3574 -3.8437 -0.8774
O 0.7390 -1.6492 -0.7250
H -4.5097 -1.2026 1.7056
H -2.7347 0.3909 0.9500
H -2.1430 -4.3809 0.1221
F 1.5362 0.4588 2.5113
C 0.8240 -0.5131 1.7938
F 1.7339 -1.5702 1.7351
H 0.0531 -0.8516 2.4824
C 1.3354 1.7883 5.1880
N 0.6163 0.5456 5.3099
C 1.3341 -0.6801 5.6369
C 0.2583 -1.7604 5.4903
N -0.7550 -1.0544 4.7204
C -0.5711 0.2875 4.7102
S -1.6427 1.3626 4.0270
H 1.6777 2.1282 6.1671
H 0.6611 2.5305 4.7729
H 2.1944 1.6697 4.5235
H 1.7382 -0.6332 6.6472
H 2.1618 -0.8301 4.9383
H -0.1259 -2.0819 6.4609
H 0.6204 -2.6355 4.9563
H -1.6684 -1.4336 4.5357
N 2.2039 -1.1138 -3.2911
C 1.2729 -0.1735 -3.4421
N 1.6710 1.0290 -3.8939
S -0.3678 -0.5068 -3.1668
H 3.1813 -0.8642 -3.2829
H 1.9260 -1.9517 -2.8063
H 2.6223 1.3226 -3.7185
H 0.9675 1.7476 -3.8466
C 2.0252 0.9103 -0.7086
C 3.0515 1.5271 -1.0470
C 4.1448 2.2748 -1.4218
C 4.2900 3.6255 -0.8544
C 5.5345 4.2635 -0.7320
C 5.6479 5.5114 -0.1346
C 4.5267 6.1596 0.3667
C 3.2886 5.5333 0.2714
C 3.1710 4.2916 -0.3307
C 5.1046 1.6609 -2.3465
C 5.2077 0.2593 -2.4127
C 6.0630 -0.3601 -3.3112
C 6.8452 0.3972 -4.1766
C 6.7523 1.7826 -4.1286
C 5.8952 2.4067 -3.2334
H 6.4282 3.7517 -1.0666
H 6.6257 5.9707 -0.0443
H 4.6172 7.1352 0.8289
H 2.4051 6.0145 0.6754
H 2.2028 3.8094 -0.3960
H 4.6216 -0.3329 -1.7175
H 6.1265 -1.4421 -3.3275
H 7.5132 -0.0837 -4.8805
H 7.3471 2.3858 -4.8044
H 5.8146 3.4865 -3.2410

---

# 5
Here is an isolated ion of composition C5H7N2 and charge +1 in a non-equilibrium geometry from the OMol25 dataset. Energies are from ωB97M-V with the def2-TZVPD basis set.

Computed properties:
HOMO level (spin up / spin down) in eV: -15.3763 / -15.1588
Maximum force in eV Å⁻¹: 6.44
Charge: +1
Energy above the lowest of the compared OMol25 structures with the same formula, charge and spin in kJ/mol: 705.26

Positions of all 14 atoms, in Å:
C -0.5500 2.2151 0.0927
C -0.5326 1.3334 1.1902
C -0.1427 0.1083 0.5428
C 0.2489 -1.0335 1.3864
C 0.2709 -0.5461 -1.7284
N -0.5788 2.1487 -1.1123
N -0.3756 0.0327 -0.7413
H -0.8701 1.6602 2.1908
H -0.4489 -1.1841 2.1796
H 1.1631 -0.9169 1.8296
H 0.3675 -1.9054 0.8313
H -0.3193 -1.0483 -2.6614
H 0.6502 0.2349 -2.4318
H 1.1174 -1.0991 -1.5683

---

# 6
Here is a 2-piece molecular cluster, CHNO2S overall in a non-equilibrium geometry from the OMol25 dataset. Energies are from ωB97M-V with the def2-TZVPD basis set.

Computed properties:
HOMO level (spin up / spin down) in eV: -10.4883 / -9.1520
Maximum force in eV Å⁻¹: 2.28
Energy above the lowest of the compared OMol25 structures with the same formula, charge and spin in kJ/mol: 669.19

Positions of all 6 atoms, in Å:
C 1.8167 -0.1199 0.0742
N 1.6599 1.2843 0.1084
O 1.7118 1.9571 -0.8904
O 1.5376 1.6629 1.2729
S 2.6805 -1.3844 -0.0948
H -0.3902 -0.2057 0.0192

---

Among the records above, which one has the highest maximum force? C5H7N2